(1)
{
  "formula": "C18H36O36S9",
  "method": "wB97M-V/def2-TZVPD",
  "elements": ["C", "C", "O", "S", "O", "O", "O", "H", "H", "H", "H", "C", "C", "O", "S", "O", "O", "O", "H", "H", "H", "H", "C", "C", "O", "S", "O", "O", "O", "H", "H", "H", "H", "C", "C", "O", "S", "O", "O", "O", "H", "H", "H", "H", "C", "C", "O", "S", "O", "O", "O", "H", "H", "H", "H", "C", "C", "O", "S", "O", "O", "O", "H", "H", "H", "H", "C", "C", "O", "S", "O", "O", "O", "H", "H", "H", "H", "C", "C", "O", "S", "O", "O", "O", "H", "H", "H", "H", "C", "C", "O", "S", "O", "O", "O", "H", "H", "H", "H"],
  "coordinates": [[0.8484, 0.0055, 0.0430], [-0.6079, -0.4231, 0.3966], [-0.9734, -1.0230, -0.8777], [0.2167, -1.9836, -1.4192], [0.0712, -2.1541, -2.8723], [0.2344, -3.2063, -0.5400], [1.3318, -0.7852, -1.0881], [1.4873, -0.3370, 0.8570], [0.9854, 1.0768, -0.1040], [-1.3439, 0.3438, 0.6376], [-0.7530, -1.2423, 1.1009], [3.8034, -1.8414, -2.7930], [3.2069, -2.9359, -3.6616], [3.8264, -4.1530, -3.0611], [4.1378, -4.0483, -1.4427], [5.4643, -4.4787, -0.9160], [2.8962, -4.4610, -0.7611], [4.0636, -2.3299, -1.4627], [3.1163, -1.0011, -2.6934], [4.7405, -1.5762, -3.2824], [3.5267, -2.6860, -4.6732], [2.1417, -3.1421, -3.5570], [4.9835, -0.0701, 0.4116], [6.2037, -0.7017, 1.0367], [6.6386, 0.1473, 2.1587], [5.4977, 1.1945, 2.7037], [5.9174, 2.5653, 2.8548], [4.8096, 0.5133, 3.8179], [4.5602, 0.9850, 1.2781], [4.1409, -0.7370, 0.2290], [5.1990, 0.3658, -0.5639], [7.0550, -0.8774, 0.3791], [5.8565, -1.6319, 1.4866], [-3.0206, -5.7346, -1.6390], [-3.1312, -4.3771, -0.9936], [-4.0555, -3.6882, -1.7403], [-5.0058, -4.5873, -2.6848], [-5.0257, -3.8960, -4.0049], [-6.2094, -4.9409, -1.9805], [-3.8666, -5.7895, -2.7313], [-3.4383, -6.5076, -0.9940], [-1.9765, -6.0315, -1.7381], [-2.2024, -3.8092, -1.0481], [-3.5413, -4.4291, 0.0150], [2.3212, 4.5630, -3.2777], [0.8487, 4.9459, -3.5049], [0.4658, 3.9518, -4.3441], [0.8597, 2.4721, -3.7289], [0.9938, 1.5018, -4.8294], [-0.0577, 2.1404, -2.6675], [2.3486, 3.1073, -3.1412], [2.6785, 5.1040, -2.4014], [2.9121, 4.8971, -4.1305], [0.6915, 5.8454, -4.1001], [0.1905, 4.9839, -2.6369], [-2.1652, 4.5879, 1.0911], [-1.5963, 3.5412, 0.1475], [-2.4424, 3.7146, -1.0242], [-3.0019, 5.2881, -1.3488], [-4.3802, 5.3062, -1.8551], [-2.0033, 6.1251, -1.9478], [-2.8120, 5.5903, 0.2443], [-1.3438, 5.1132, 1.5783], [-2.9350, 4.2875, 1.8019], [-1.3880, 2.5741, 0.6050], [-0.5655, 3.7982, -0.0963], [3.3102, 5.7621, 2.6115], [2.5023, 4.6790, 3.2735], [1.6404, 4.2369, 2.2093], [2.1811, 4.7121, 0.6715], [1.2954, 5.8480, 0.3054], [2.4485, 3.5028, -0.1622], [3.5362, 5.3823, 1.2679], [4.2436, 5.9995, 3.1219], [2.6674, 6.6420, 2.5894], [1.9805, 5.0618, 4.1506], [3.1838, 3.8525, 3.4753], [-6.2402, 2.2789, 3.9053], [-6.8126, 1.1821, 3.0548], [-5.7071, 0.6915, 2.3751], [-4.6077, 1.8465, 1.8959], [-4.9582, 2.5676, 0.6635], [-3.1513, 1.5149, 1.9453], [-5.0759, 2.7614, 3.2337], [-6.0756, 1.8891, 4.9098], [-6.9911, 3.0690, 3.9101], [-7.5243, 1.5764, 2.3295], [-7.2626, 0.4432, 3.7178], [-1.3627, -5.7914, 2.4059], [-0.7532, -6.1807, 1.0476], [-1.1795, -7.5737, 0.7729], [-2.1690, -8.2176, 1.9506], [-1.5012, -8.7612, 3.1203], [-3.3307, -8.8986, 1.2696], [-2.6105, -6.6753, 2.4428], [-1.7101, -4.7608, 2.4786], [-0.6916, -6.1421, 3.1899], [0.3175, -5.9946, 1.1308], [-1.0206, -5.5222, 0.2211]],
  "forces_ev_per_angstrom": [[0.44, -0.84, 1.60], [0.09, -1.00, -1.71], [-0.34, -0.86, -0.78], [-2.11, -0.96, 0.09], [0.88, 0.49, 3.46], [0.74, 3.79, -2.30], [-0.95, -1.10, 0.00], [0.08, 0.39, 0.30], [-0.10, -0.20, -0.64], [0.32, 0.19, -0.35], [0.72, 0.26, 0.47], [-0.25, 0.21, 0.03], [0.06, -0.63, 1.95], [1.59, -0.30, 0.73], [-1.67, 0.62, 0.79], [-3.62, 1.32, -2.21], [3.19, 0.59, -1.24], [0.50, -1.53, -0.01], [0.18, 0.08, -0.10], [0.13, 0.33, 0.36], [-0.01, -1.03, -0.07], [0.06, 0.53, -0.23], [0.48, 1.24, 1.77], [-0.11, 0.26, 1.28], [-1.08, 1.25, -0.62], [0.58, -1.48, 2.42], [-0.70, -2.62, -1.11], [1.00, 1.58, -3.22], [0.06, -0.39, -0.21], [-0.56, -0.28, -0.16], [-0.07, 0.52, -0.56], [-0.04, 0.13, 0.11], [0.28, -0.43, 0.04], [-0.03, -1.90, 2.44], [0.30, 0.10, 0.83], [-2.03, 1.48, -1.41], [1.48, 1.89, -2.43], [-0.35, -2.38, 3.69], [1.41, -0.05, -0.90], [-1.52, 0.90, -2.15], [0.28, 0.04, 0.66], [-0.11, 0.09, -1.29], [-0.01, -0.08, 0.24], [0.51, -0.17, 0.30], [-0.58, 0.85, 0.43], [0.82, 1.17, 0.62], [-1.51, -4.31, -1.75], [-0.08, 0.66, -1.94], [0.48, 2.51, 2.66], [1.48, 0.36, -0.31], [-1.63, -0.43, -0.49], [0.28, -0.73, 0.29], [0.04, -0.48, -0.11], [0.41, 0.27, 0.37], [0.32, 0.06, 0.37], [-0.33, 0.96, -0.45], [0.21, 2.11, -0.63], [-0.42, -0.65, -1.59], [0.26, -1.33, 2.75], [3.42, -0.57, 1.52], [-0.57, -0.88, -0.55], [-0.89, 0.65, -0.21], [-0.20, 0.01, 0.24], [0.25, -0.34, -0.10], [-1.64, -0.47, -0.56], [0.02, 0.65, -0.54], [-0.74, 1.54, 0.83], [1.16, -0.51, -1.23], [-0.27, -0.19, -1.53], [-1.43, 0.80, 1.17], [2.14, -3.49, -0.03], [-0.66, 3.63, 2.33], [0.07, -1.52, -1.37], [0.04, -0.19, -0.36], [0.24, 0.36, 0.01], [-0.27, -0.34, -0.27], [-0.26, -0.20, 0.59], [-0.79, 0.59, -0.11], [-0.65, 0.97, -0.04], [3.10, -1.44, -2.30], [-0.02, 2.04, 0.04], [-0.01, -1.87, 2.76], [-4.03, -0.26, 0.91], [1.35, -0.31, -1.06], [0.73, 0.42, -0.03], [0.36, 0.29, 0.39], [-0.18, -0.19, 0.05], [0.18, -0.38, -0.55], [-1.70, -2.37, -0.94], [-0.24, 0.11, 0.57], [0.37, -0.02, 0.90], [-2.62, 1.58, -0.42], [-0.48, 0.12, -2.38], [4.24, 2.26, 2.28], [1.07, -0.19, -0.28], [0.12, -0.26, 0.12], [-0.26, 0.38, 0.26], [0.28, -1.07, -0.12], [-0.67, -0.42, -0.03]],
  "e_lumo_ha": [-0.17052, -0.39980],
  "relative_energy_ev": 3.339,
  "total_energy_ha": -6998.9104,
  "molar_mass_da": 1117.1,
  "orbital_gap_ev": [7.47, 1.23],
  "multiplicity": 2,
  "total_charge": 1
}

(2)
{
  "formula": "C18H37Ag2Br3N2O13PbS2",
  "method": "wB97M-V/def2-TZVPD",
  "elements": ["Pb", "Ag", "Ag", "C", "C", "C", "O", "C", "N", "H", "H", "H", "H", "H", "H", "H", "H", "H", "H", "H", "H", "C", "C", "C", "C", "C", "C", "N", "O", "C", "C", "C", "H", "H", "H", "H", "H", "H", "H", "H", "H", "H", "H", "H", "H", "H", "H", "H", "H", "H", "S", "O", "O", "O", "O", "S", "O", "O", "O", "O", "C", "C", "C", "O", "C", "O", "O", "H", "H", "H", "H", "H", "H", "C", "Br", "Br", "Br", "H"],
  "coordinates": [[1.2201, 0.6159, 1.0983], [-2.2556, 0.3154, 2.4427], [-2.4145, -2.4984, -2.6093], [0.8590, -5.2091, -0.1334], [1.0228, -4.0370, 0.9290], [1.7009, -2.7868, 0.3417], [1.8913, -1.7383, 1.2899], [3.1182, -1.9404, 2.0272], [-0.2685, -3.4710, 1.5416], [-1.0079, -4.0945, 1.8325], [-0.1192, -2.8371, 2.3136], [-0.6965, -2.9087, 0.8200], [0.6316, -6.1800, 0.3069], [1.6549, -5.2596, -0.8764], [-0.0192, -5.0482, -0.7587], [1.5844, -4.3763, 1.7994], [1.2883, -2.4697, -0.6161], [2.6968, -3.0550, -0.0107], [3.1295, -2.8026, 2.6940], [3.2706, -1.1059, 2.7116], [3.9621, -2.0538, 1.3467], [1.2565, 2.3846, -1.6754], [2.6689, 2.9880, -1.3431], [2.6135, 4.4882, -1.0421], [3.8828, 5.0881, -0.6557], [4.3329, 4.4162, 0.6385], [4.4596, 2.8781, 0.4067], [3.2547, 2.2818, -0.2303], [3.3482, 0.8241, -0.3450], [4.6557, 2.4495, 1.9199], [5.8453, 2.6590, -0.3426], [3.5003, 2.7443, -2.6675], [0.3975, 2.4916, -1.0130], [1.3737, 1.3027, -1.6124], [0.9106, 2.7328, -2.6486], [1.9343, 4.6765, -0.2106], [2.2708, 5.0748, -1.8945], [3.7231, 6.1491, -0.4640], [4.7281, 4.9312, -1.3258], [3.4999, 4.5620, 1.3262], [5.0096, 4.9650, 1.2934], [4.8931, 1.3947, 2.0579], [3.7855, 2.6098, 2.5564], [5.4725, 2.9964, 2.3909], [5.8720, 1.7239, -0.9021], [6.7451, 2.4843, 0.2473], [6.1155, 3.3961, -1.0988], [3.3156, 1.7698, -3.1196], [4.5601, 2.5695, -2.4822], [3.4911, 3.4429, -3.5041], [0.0198, -0.6718, 3.8209], [-0.3818, -0.8207, 2.4334], [-1.1436, 0.0803, 4.3486], [0.2656, -1.9006, 4.5493], [1.1882, 0.1333, 3.6824], [-1.8398, -0.6903, -0.6199], [-1.8644, -2.1252, -0.5287], [-2.6766, -0.1441, 0.4483], [-0.4943, -0.2307, -0.4497], [-2.4147, -0.4624, -1.9326], [-8.6950, -3.4522, -0.9516], [-7.7364, -2.2021, -0.7463], [-7.0164, -2.1229, 0.4899], [-5.7472, -1.7896, 0.0791], [-5.5369, -2.1739, -1.1403], [-4.4663, -2.2358, -1.7906], [-6.7377, -2.3281, -1.7136], [-8.0089, -4.2876, -0.8121], [-8.9873, -3.3608, -1.9977], [-9.6080, -3.4962, -0.3578], [-8.4183, -1.3570, -0.8408], [-7.0494, -3.0258, 1.0998], [-7.3018, -1.2578, 1.0885], [-4.7362, 1.9963, -2.2363], [-4.2560, 3.8484, -2.8111], [-6.3829, 1.2115, -3.1512], [-5.2170, 2.0411, -0.3034], [-3.9227, 1.2911, -2.4069]],
  "forces_ev_per_angstrom": [[0.28, -0.07, -0.66], [-1.91, 0.98, 0.17], [-0.19, -1.31, -1.53], [-1.22, 1.11, 0.48], [0.16, -0.16, -0.10], [1.22, -1.06, -0.83], [0.08, -0.27, -0.02], [0.78, 0.16, 0.60], [-0.02, -0.77, -0.91], [0.07, -0.94, 0.10], [0.53, 0.28, 0.33], [-0.67, 0.60, -0.69], [0.61, 0.10, 0.30], [0.42, 0.00, 0.59], [-0.25, 0.47, 0.01], [0.12, -0.16, -0.18], [-0.90, 0.57, 0.43], [0.17, -0.48, 0.20], [-0.59, -0.30, -0.24], [-0.06, 0.26, -0.32], [-0.07, 0.28, -0.08], [0.47, -0.44, 0.61], [-1.65, 0.43, -2.62], [-1.17, -0.16, -0.49], [2.55, 0.55, 1.67], [-2.63, 0.34, -0.30], [3.02, 1.41, 2.99], [2.61, -4.12, -0.21], [-1.18, 4.80, 1.00], [-0.31, -1.47, -0.53], [-0.37, -1.41, -0.97], [1.32, -1.36, 0.16], [0.11, 1.08, 0.62], [0.18, -0.17, -1.07], [0.22, -0.29, -0.01], [-0.40, -0.08, -0.04], [-0.53, -0.62, -0.27], [0.27, 0.07, -0.28], [-0.40, 0.43, -0.68], [-0.77, -0.33, 0.07], [1.35, -0.71, -0.85], [0.17, -0.19, -0.30], [-0.35, 0.35, -0.24], [-0.04, 0.12, -0.40], [-0.56, -0.24, -0.12], [-0.48, 0.61, 0.92], [-0.38, 0.35, 0.31], [-0.85, -0.12, 0.18], [0.07, 0.61, 0.46], [-0.69, 0.57, 0.58], [-0.45, -0.85, 0.44], [-0.17, -2.64, -2.95], [0.20, 0.59, 2.36], [-0.43, 0.36, -0.19], [2.51, 1.92, 1.67], [-1.65, 0.95, 1.84], [0.89, -3.81, 1.38], [-0.84, 0.58, -0.87], [2.88, 1.31, -0.10], [-0.22, 2.53, -1.49], [1.54, 1.22, -0.29], [-5.00, -1.70, -1.09], [-0.82, 0.75, 3.22], [4.36, 0.01, 1.07], [0.66, 0.51, -3.43], [-3.37, -0.05, 2.38], [1.50, -0.26, -1.55], [-0.58, -0.49, -0.02], [-0.06, -0.40, 0.01], [0.38, 0.13, 0.29], [0.65, 0.58, -0.81], [0.32, -0.10, -0.01], [-0.47, -0.38, 0.29], [-1.20, 0.85, -0.03], [-0.53, -1.83, 0.37], [1.59, 0.83, 0.88], [0.26, -0.14, -1.35], [-0.08, 0.19, 0.14]],
  "e_lumo_ha": [-0.30209, -0.48792],
  "total_energy_ha": -10799.6212,
  "molar_mass_da": 1216.3,
  "orbital_gap_ev": [8.97, 2.81],
  "multiplicity": 4,
  "total_charge": 3
}